[1]
# C2H6O2

A 2-piece molecular cluster, C2H6O2 overall in a non-equilibrium geometry (wB97M-V/def2-TZVPD, the Open Molecules 2025 dataset).

Each line ends with the Löwdin charge.
Atoms and positions in Å:
O: 0.98358 0.68876 0.22338  0.07
O: 0.09832 -1.34956 0.23591  0.03
C: 0.12222 -0.21129 -0.21621  -0.62
C: -0.66314 0.16155 -1.44132  0.01
H: 0.50486 0.06410 2.57325  0.04
H: -0.11607 -0.26685 -2.24721  0.07
H: 1.48139 0.35942 1.01422  0.10
H: -0.01394 -0.40859 2.79111  0.08
H: -1.70123 -0.30694 -1.42232  0.12
H: -0.69601 1.26938 -1.51081  0.09

LUMO   0.89 eV
2S+1   1
Relative energy (zero: lowest compared OMol25 entry of this formula, charge and spin)   63.6 kJ/mol
SMILES string   CC(=O)O.[H][H]
Strongest force on any atom   3.1 eV/Å
E_tot   -6265.596 eV
Net charge   0
HOMO-LUMO gap   0.4121 Ha
E_HOMO   -10.32 eV

[2]
# C2H6O2

One molecule with the formula C2H6O2 (wB97M-V/def2-TZVPD, the Open Molecules 2025 dataset).

Each line ends with the Löwdin charge.
Atoms and positions in Å:
O: -0.38366 -0.86695 1.20657  -0.07
O: -1.27149 0.67466 -0.88841  -0.06
C: 0.47910 -0.63967 0.09784  -0.25
C: 0.10199 0.66606 -0.58654  -0.27
H: 0.37391 1.51492 0.06698  0.12
H: 0.65383 0.78341 -1.52560  0.12
H: -0.10114 -0.28912 1.92652  0.09
H: -1.69995 0.27794 -0.11440  0.08
H: 0.31162 -1.47832 -0.58374  0.12
H: 1.53580 -0.64294 0.40079  0.12

LUMO   0.83 eV
2S+1   1
Relative energy (zero: lowest compared OMol25 entry of this formula, charge and spin)   50.9 kJ/mol
SMILES string   OCCO
Strongest force on any atom   0.4 eV/Å
E_tot   -6265.727 eV
Net charge   0
HOMO-LUMO gap   0.4061 Ha
E_HOMO   -10.22 eV